No. 1
C23H28ClIrN4O2Si | ωB97M-V with the def2-TZVPD basis set

Element x y z (Å)
C1 1.81 -0.52 -2.61
C2 -3.42 -0.98 -2.11
C3 1.82 -0.89 3.27
C4 0.07 -2.93 -0.57
H1 4.59 -0.80 5.23
H2 1.12 -3.24 -0.58
H3 -0.40 -0.77 -5.71
N1 1.94 -0.65 -0.30
H4 -1.32 3.82 -2.42
H5 -4.18 -2.69 0.39
O1 0.20 -0.95 1.55
C5 3.17 -0.82 3.64
C6 -3.18 0.25 0.63
H6 -3.25 -1.87 -2.72
H7 0.69 6.01 -0.20
H8 -1.07 6.01 -0.08
H9 -1.34 1.36 -2.22
C7 0.29 2.04 0.51
H10 -1.31 -1.08 -3.41
H11 -3.01 1.25 0.22
C8 -0.27 -0.85 -3.58
C9 1.23 -1.03 5.62
H12 -0.43 -3.42 0.26
O2 -0.48 -1.09 4.04
N2 0.47 -0.75 -2.48
Si1 -2.47 -1.12 -0.47
H13 -2.69 -2.86 1.31
H14 0.46 -1.11 6.37
H15 -3.14 -0.10 -2.71
C10 2.61 -0.46 -1.37
H16 2.85 -0.98 7.00
C11 -0.22 5.61 -0.64
C12 3.55 -0.85 4.97
C13 2.39 -0.36 -3.86
C14 1.46 -0.85 1.84
H17 -0.60 -1.09 3.06
C15 1.60 -0.43 -4.99
C16 2.57 -0.95 5.95
H18 0.82 3.95 1.29
C17 -0.23 4.11 -0.58
H19 -2.82 -3.59 -0.29
Ir1 -0.11 -0.89 -0.52
H20 -0.30 5.97 -1.66
N3 2.45 -0.66 0.96
H21 -4.26 0.13 0.76
C18 0.34 3.42 0.48
H22 3.68 -0.29 -1.38
H23 3.46 -0.19 -3.93
C19 0.84 -1.00 4.28
N4 -0.28 1.31 -0.46
H24 -2.73 0.22 1.63
C20 -3.09 -2.72 0.31
C21 -0.85 1.97 -1.47
C22 -0.84 3.35 -1.57
C23 0.25 -0.69 -4.85
H25 -4.50 -0.90 -1.94
H26 0.72 1.49 1.33
Cl1 -0.60 -3.74 -2.07
H27 3.90 -0.74 2.86
H28 2.04 -0.30 -5.97

Gap between HOMO and LUMO ... 7.09 eV
Molar mass ... 648.3 g mol⁻¹
Relative energy (zero: lowest compared OMol25 entry of this formula, charge and spin) ... 0.128 eV
HOMO level ... -7.84 eV

Atomic partial charges in e from the Mulliken method, atoms 1 to 2:
1. C 1.141
2. C -1.460

***

No. 2
C21H30N4O3 | ωB97M-V with the def2-TZVPD basis set

Element x y z (Å)
C1 -1.84 -3.52 -0.50
C2 -3.37 -0.42 -0.95
C3 -1.41 -3.28 0.72
H1 0.78 -3.48 0.02
N1 0.48 -1.61 0.70
H2 2.23 -0.65 2.17
H3 -2.53 2.54 -1.23
H4 -2.57 2.16 2.11
H5 3.32 0.71 -0.80
C4 -2.29 2.86 -0.16
C5 2.56 -2.48 0.30
C6 1.88 3.33 -0.06
H6 5.31 -0.80 0.58
H7 -4.39 1.43 -1.47
H8 -4.64 2.18 0.71
H9 1.03 -2.28 -1.35
C7 4.73 -0.79 -1.22
H10 2.66 -0.62 -1.81
H11 1.74 4.23 1.83
O1 -1.45 -1.29 2.04
H12 4.94 -1.72 -1.67
H13 -4.28 0.46 1.55
H14 -2.77 3.79 -0.01
C8 -2.32 -2.37 -0.94
C9 -4.17 1.22 0.68
C10 -4.46 0.62 -0.83
C11 3.41 -0.28 -0.85
H15 3.23 -2.81 -0.42
C12 0.72 -0.30 0.75
H16 2.60 0.56 1.23
H17 5.06 -0.13 -2.11
H18 -2.01 0.89 0.57
H19 -2.27 -3.65 1.58
C13 -2.65 1.95 0.87
C14 2.22 -0.27 1.16
O2 -3.44 -1.50 -0.51
C15 -0.71 -2.07 1.26
C16 1.15 3.70 0.98
H20 -1.02 -3.95 -1.05
H21 -0.62 3.99 1.71
N2 3.02 -1.16 0.54
C17 0.09 2.47 -1.02
H22 -0.75 -4.22 1.22
C18 -0.28 3.73 0.84
H23 3.18 3.36 -0.04
H24 0.09 0.36 1.61
H25 0.69 0.13 -0.12
H26 -5.43 0.04 -0.70
C19 1.24 2.80 -0.92
C20 -0.90 3.15 -0.05
N3 -1.64 -1.24 -1.75
N4 -2.45 -0.27 -1.66
H27 2.01 2.46 -2.09
H28 -2.72 -4.13 -0.34
O3 5.78 -0.64 -0.29
C21 1.20 -2.52 -0.20
H29 2.62 -2.78 1.38
H30 -0.59 2.09 -1.96

Gap between HOMO and LUMO ... 8.54 eV
Molar mass ... 386.5 g mol⁻¹
Relative energy (zero: lowest compared OMol25 entry of this formula, charge and spin) ... 24.283 eV
HOMO level ... -8.29 eV

Atomic partial charges in e from the Mulliken method, atoms 1 to 2:
1. C -0.031
2. C 0.620

***

No. 3
C4H8O2 | ωB97M-V with the def2-TZVPD basis set

Element x y z (Å)
H1 2.61 0.81 0.35
C1 -1.92 0.07 -0.45
H2 -0.15 0.05 -0.89
H3 -0.14 -1.04 2.00
C2 0.94 -0.15 -0.57
O1 1.58 -1.06 -1.07
C3 -0.51 -1.01 0.98
H4 -0.52 -1.90 0.36
O2 -1.44 -0.10 0.75
H5 -2.60 0.90 -0.57
H6 -1.95 -0.78 -1.12
C4 1.60 1.06 0.05
H7 1.66 1.85 -0.71
H8 1.02 1.43 0.90

Gap between HOMO and LUMO (spin up / spin down) ... 7.91 / 8.00 eV
Molar mass ... 88.1 g mol⁻¹
Relative energy (zero: lowest compared OMol25 entry of this formula, charge and spin) ... 5.061 eV
HOMO level (spin up / spin down) ... -8.01 / -8.04 eV

Atomic partial charges in e from the Mulliken method, atoms 1 to 2:
1. H 0.316
2. C -0.539

***

No. 4
C5H13OP | ωB97M-V with the def2-TZVPD basis set

Element x y z (Å)
H1 1.14 1.54 -0.98
H2 -0.39 2.41 -0.37
H3 -1.22 -1.06 -1.57
C1 0.76 -0.83 0.04
H4 2.51 -2.15 1.19
H5 0.84 1.56 0.88
O1 1.09 -1.02 2.85
H6 0.18 -2.31 0.62
H7 1.42 -1.12 -0.74
H8 -2.12 0.35 -1.41
H9 -1.01 0.24 1.90
H10 -1.99 -0.65 0.61
C2 -1.07 -0.03 -1.58
H11 -0.64 0.57 -2.47
C3 -1.39 0.17 0.83
C4 -0.27 0.21 -0.17
C5 0.44 1.56 -0.17
H12 2.58 0.11 1.31
H13 -1.83 1.17 0.65
P1 1.77 -0.92 1.53

Gap between HOMO and LUMO ... 10.42 eV
Molar mass ... 120.1 g mol⁻¹
Relative energy (zero: lowest compared OMol25 entry of this formula, charge and spin) ... 3.416 eV
HOMO level ... -10.01 eV

Atomic partial charges in e from the Mulliken method, atoms 1 to 2:
1. H 0.424
2. H 0.353